Formula: C12H18N2
Source: the Open Molecules 2025 dataset
Level of theory: ωB97M-V/def2-TZVPD

Output
SMILES: Cc1cc2c(cc1C)C(=[NH2+])[N+](C)(C)C2
HOMO-LUMO gap (alpha / beta): 7.0 / 7.0 eV
2S+1: 1
Net charge: +2
ΔE to the lowest compared entry with this formula, charge and spin: 2.386 eV
E: -15696.5735 eV
HOMO level (alpha / beta): -0.593 / -0.593 hartree

Last column: natural (NBO) charge in e.
Element x y z (Å)
C  -3.8679  1.1764  -0.3710  -0.662
C  -2.5011  0.6217  -0.0418  0.118
C  -1.2974  1.3094  0.1272  -0.194
C  -0.1512  0.6412  0.3289  -0.069
C  -0.0576  -0.7005  0.0923  0.003
C  -1.1975  -1.4384  0.0455  -0.205
C  -2.4354  -0.7793  -0.0840  0.048
C  -3.6352  -1.6437  -0.1626  -0.647
C  1.6139  -1.0015  0.1886  0.607
N  2.1026  -2.1709  0.0026  -0.623
N  2.2213  0.2588  0.0524  -0.294
C  2.6528  0.4661  -1.3984  -0.408
C  3.4709  0.5505  0.8066  -0.465
C  1.1599  1.2791  0.4953  -0.228
H  -4.5903  0.5642  0.2234  0.248
H  -3.9468  2.1430  0.1882  0.246
H  -4.2428  1.2067  -1.3255  0.263
H  -1.2525  2.4071  0.1345  0.244
H  -1.1568  -2.5560  -0.1394  0.240
H  -4.2009  -1.5867  0.7654  0.255
H  -4.1644  -1.3579  -1.0615  0.245
H  -3.3924  -2.6332  -0.3347  0.231
H  1.5521  -3.0362  0.0625  0.479
H  3.0689  -2.2683  0.1056  0.432
H  3.1943  1.4690  -1.5691  0.291
H  3.2423  -0.3565  -1.6078  0.223
H  1.8581  0.3039  -2.1645  0.272
H  3.6553  1.5673  0.9244  0.269
H  3.4457  0.1451  1.8923  0.266
H  4.4335  0.0124  0.5139  0.271
H  1.2086  2.1585  -0.1305  0.260
H  1.2173  1.7563  1.4955  0.285